Entry 1:
Here is a single C4H6N2S2 molecule from OMol25. Energies are from ωB97M-V/def2-TZVPD.

HOMO: -8.52 eV
SMILES string: S=C1NCC=CN1S
Energy relative to the best compared isomer or geometry (same formula, charge and spin): 3.7585 eV
Calculated total energy: -1061.778043 a.u.

Atoms and positions in Å:
C: -0.86541 0.40322 -1.02504
C: -1.66840 -0.21897 -0.14851
C: -0.98192 -0.45370 1.29199
C: 1.22693 0.04695 0.24785
H: 2.37046 1.08389 -1.39836
H: -0.93299 0.58987 -2.13445
H: -2.76108 -0.76070 -0.55466
H: -1.61804 -1.35531 1.73486
H: -1.14714 0.37212 2.00391
H: 1.06689 -1.41869 1.56714
N: 0.57531 0.90070 -0.64470
N: 0.45894 -0.55704 1.13614
S: 1.37971 1.25115 -2.29990
S: 2.89674 0.11650 0.22372

Cartesian forces (eV/Å) of the 2 atoms listed first:
C 1.853 0.558 -0.160
C -0.668 -0.858 -0.632

***

Entry 2:
Here is 3 unconnected molecules or ions with the total composition CH6NO4 from OMol25. Energies are from ωB97M-V/def2-TZVPD.

HOMO: -4.55 eV
Charge: -1
Energy relative to the best compared isomer or geometry (same formula, charge and spin): 0.2426 eV
Calculated total energy: -397.525515 a.u.

Atoms and positions in Å:
N: -2.29322 0.58743 -0.80688
C: -0.92440 0.56231 -0.56870
O: -0.55731 0.37771 0.62856
O: -0.16263 0.65633 -1.55974
H: -2.79590 0.57749 0.04879
H: -2.59134 1.24751 -1.47835
H: 2.07698 0.72754 0.36993
H: 1.85421 0.34331 -1.03981
O: 2.57854 0.37947 -0.37361
H: 0.24983 -1.63269 1.22334
H: 1.72135 -1.69023 1.78493
O: 0.84389 -2.13618 1.77155

Cartesian forces (eV/Å) of the 2 atoms listed first:
N -0.369 -0.623 0.150
C 1.850 -0.479 0.358

***

Entry 3:
Here is a molecular structure, C6H11N3 from OMol25. Energies are from ωB97M-V/def2-TZVPD.

HOMO: -8.86 eV
Energy relative to the best compared isomer or geometry (same formula, charge and spin): 6.7591 eV
Calculated total energy: -399.246835 a.u.

Atoms and positions in Å:
C: 0.20989 -0.51186 -0.49279
C: 1.69807 1.50774 -0.36222
C: 1.16814 2.62865 0.60003
C: -0.24053 1.76048 0.36200
C: -1.24778 -2.51024 0.09590
C: -1.82306 -1.29241 0.99133
H: 0.10995 -1.93822 -1.52664
H: 1.83176 2.01354 -1.35093
H: 2.81224 1.35079 -0.15699
H: 1.13441 3.75363 0.32812
H: 1.60540 2.43746 1.80383
H: -0.69929 2.04648 -0.45252
H: -1.02487 1.43698 1.18230
H: -0.18201 -3.13641 0.77803
H: -2.03154 -3.00030 -0.46222
H: -2.87669 -1.13773 1.08627
H: -1.35868 -1.35279 2.00363
N: 0.72029 -1.16583 -1.44767
N: 0.70381 0.50820 0.19673
N: -1.12540 -1.05202 -0.23455

Cartesian forces (eV/Å) of the 2 atoms listed first:
C -1.979 -3.358 -1.940
C 3.749 1.678 1.644

***

Entry 4:
Here is a molecular structure, C4H8NS from OMol25. Energies are from ωB97M-V/def2-TZVPD.

HOMO: -14.81 eV
Charge: +1
Energy relative to the best compared isomer or geometry (same formula, charge and spin): 3.3516 eV
Calculated total energy: -609.746778 a.u.

Atoms and positions in Å:
C: -1.98421 -0.40162 -0.46139
C: -1.51961 -1.13386 0.68274
C: 1.26042 1.57700 0.12248
C: 1.06707 0.21665 -0.44721
N: -0.79070 -0.12682 -0.13062
S: 1.78322 -1.09417 0.35534
H: -2.70865 -0.13886 -1.07407
H: -1.90655 -0.85023 1.67288
H: -1.43181 -2.21445 0.62521
H: 1.79010 1.53610 1.08520
H: 1.83813 2.24233 -0.62809
H: 0.47155 2.31510 0.34850
H: 0.92425 0.08283 -1.56751
H: 1.20681 -2.01002 -0.58344

Cartesian forces (eV/Å) of the 2 atoms listed first:
C 4.144 -0.077 2.690
C -1.303 -0.588 1.764

***

Entry 5:
Here is a single C4H15NSi2 molecule from OMol25. Energies are from ωB97M-V/def2-TZVPD.

HOMO: -8.34 eV
SMILES string: CC(C)N(C)[SiH2][SiH3]
Energy relative to the best compared isomer or geometry (same formula, charge and spin): 4.4796 eV
Calculated total energy: -795.017070 a.u.

Atoms and positions in Å:
C: 1.38256 -0.89765 -1.47845
C: 1.02976 -1.38169 0.99749
C: 1.00276 2.17938 -0.19763
C: 1.31324 -0.32062 -0.07539
N: 0.39213 0.86045 0.17647
Si: -2.87311 -0.47670 1.14135
Si: -1.65299 0.68226 -0.47354
H: 0.75302 -1.69705 -1.82895
H: 1.21630 0.02984 -2.04033
H: 2.36838 -1.46060 -1.66801
H: 1.66403 -2.29864 0.80743
H: -0.10055 -1.79251 1.14006
H: 1.26041 -1.14740 2.09494
H: 1.52652 2.10391 -1.19399
H: 0.22497 2.95061 -0.27866
H: 1.67279 2.30375 0.62921
H: 2.25209 0.15312 0.13786
H: -1.97208 -0.85953 2.20316
H: -3.90107 0.28771 1.78655
H: -3.54342 -1.57083 0.61560
H: -1.94114 0.30110 -1.86806
H: -2.07461 2.05110 -0.62710

Cartesian forces (eV/Å) of the 2 atoms listed first:
C 1.668 0.094 -0.411
C -1.059 -2.169 1.971

***

Entry 6:
Here is a single C5H8O molecule from OMol25. Energies are from ωB97M-V/def2-TZVPD.

HOMO: -9.61 eV
SMILES string: C[C@H]1CCC1=O
Energy relative to the best compared isomer or geometry (same formula, charge and spin): 1.4725 eV
Calculated total energy: -270.503779 a.u.

Atoms and positions in Å:
C: 1.81825 -0.44447 0.15434
C: 0.46780 0.30943 0.15989
C: -0.56632 -0.38466 -0.71628
C: -1.71597 0.43523 -0.12323
C: -0.74430 0.51772 1.12039
O: -0.87217 0.63774 2.30223
H: 2.44671 -0.33128 1.03854
H: 1.66715 -1.51943 -0.03573
H: 2.41881 -0.11018 -0.71323
H: 0.63383 1.30839 -0.27117
H: -0.34665 -0.38940 -1.78195
H: -0.65440 -1.40411 -0.30488
H: -1.84182 1.40956 -0.62738
H: -2.71091 -0.03456 -0.20157

Cartesian forces (eV/Å) of the 2 atoms listed first:
C 0.024 -0.053 0.177
C 0.316 -0.277 -0.828